(1)
Molecular formula: C12H24BrI2N2O2S
Method: DFT, ωB97M-V/def2-TZVPD

The geometry in XYZ format:
```
44
Properties=species:S:1:pos:R:3:lowdin_charge:R:1
C 2.0678 1.3427 0.9653 -0.108
C 2.7406 0.2190 -0.0749 -0.276
C 1.6605 -0.3635 -1.1611 -0.598
Br 2.7721 -1.0206 -2.7392 0.632
C 0.7544 -1.6254 -0.6378 -0.268
C 1.0588 -2.1134 0.8972 -0.193
C -0.0289 -3.2724 1.3007 -0.593
S 0.8853 -4.8727 1.8042 0.701
C -1.0579 -3.6980 0.0977 -0.174
N -1.7432 -2.5464 -0.6023 0.035
C -0.8671 -1.3468 -0.8833 -0.249
C -1.3968 0.0495 -0.1598 -0.684
I -1.8671 -0.1556 1.9665 0.984
C -2.7568 0.5252 -0.9731 -0.757
C -4.1611 0.1864 -0.1985 -0.295
I -2.6436 2.7531 -1.0448 0.790
H 0.9642 1.0851 1.2600 0.024
H 2.0298 2.3486 0.3241 0.073
H 2.7758 1.5738 1.8764 0.103
H 3.5375 0.8465 -0.7049 0.115
H 3.3676 -0.6014 0.4896 0.118
H 1.0563 0.5488 -1.5755 0.107
H 1.0286 -2.5440 -1.3493 0.124
H 2.1299 -2.5844 0.9115 0.113
H 1.0583 -1.2391 1.6949 0.101
H -0.6512 -2.9719 2.2538 0.075
H 0.8700 -4.9896 3.2032 -0.100
H -0.5167 -4.4097 -0.6841 0.156
H -1.9294 -4.3652 0.5656 0.163
H -2.0818 -2.9274 -1.5370 0.206
H -2.6257 -2.3284 -0.0640 0.143
H -0.9617 -1.1381 -2.0553 0.177
H -0.6339 0.9441 -0.2571 0.032
H -2.7918 0.1439 -2.0941 0.102
H -4.2665 -0.9131 0.1877 0.051
H -5.0311 0.3413 -1.0011 0.103
H -4.4277 0.9483 0.6779 0.069
C 1.0630 5.6597 0.0346 0.037
N 2.4426 5.1876 -0.2617 -0.423
O 3.0251 4.5503 0.6234 0.032
O 2.9017 5.4704 -1.3744 0.062
H 0.7896 5.3414 1.0429 0.097
H 1.0646 6.7490 -0.0388 0.106
H 0.3958 5.2125 -0.7051 0.088
```

Calculated values
Total charge: +1
Max |F|: 3.7 eV Å⁻¹
Molar mass: 594.1 g/mol
Highest occupied orbital energy: -0.4582 Ha
E_tot: -116973.504 eV


(2)
Molecular formula: C4H13NO2
Method: DFT, ωB97M-V/def2-TZVPD

The geometry in XYZ format:
```
20
Properties=species:S:1:pos:R:3:lowdin_charge:R:1
C 1.6962 1.0416 0.1430 -0.146
N 0.5129 0.1832 0.2535 -0.073
C -0.1135 -0.1034 -1.0456 -0.388
C 0.5611 0.1894 -2.4122 -0.067
C -0.3054 -1.6115 -1.1132 -0.250
O -1.1481 -2.1641 -0.0752 -0.082
H 2.1185 1.1497 1.1445 0.073
H 2.4034 0.4372 -0.4397 0.076
H 1.7943 2.0262 -0.3520 0.076
H -0.1569 0.5471 0.9154 0.105
H -1.0928 0.3762 -1.1103 0.139
H -0.1702 -0.0735 -3.1621 0.076
H 0.9073 1.2320 -2.4356 0.075
H 1.4316 -0.4560 -2.5559 0.077
H 0.6703 -2.1171 -1.0469 0.125
H -0.7878 -1.9751 -2.0174 0.116
H -0.6277 -2.0301 0.7294 0.070
O -2.7776 1.0656 4.5377 -0.069
H -1.9722 1.6048 4.6415 0.041
H -2.9433 0.6778 5.4011 0.028
```

Calculated values
Max |F|: 1.9 eV Å⁻¹
SMILES string: CN[C@@H](C)CO.O
Molar mass: 107.2 g/mol
Highest occupied orbital energy: -0.3299 Ha
E_tot: -9942.852 eV


(3)
Molecular formula: C23H32N4O6S2
Method: DFT, ωB97M-V/def2-TZVPD

The geometry in XYZ format:
```
67
Properties=species:S:1:pos:R:3:lowdin_charge:R:1
C 5.4451 0.0875 0.3210 -0.104
N 4.3728 -0.4834 1.0947 -0.335
C 4.2608 -1.9200 1.0501 -0.097
S 2.9060 0.3052 1.0284 0.670
O 2.0702 -0.2774 2.0320 -0.267
O 3.1644 1.7169 1.0995 -0.291
C 2.2118 -0.0489 -0.5869 -0.268
C 2.7396 0.6040 -1.6857 -0.075
C 2.2147 0.3378 -2.9399 -0.046
C 1.1596 -0.5468 -3.0626 0.006
C 0.6135 -1.1881 -1.9504 -0.087
C -0.5849 -2.0549 -2.2219 -0.446
O -0.9866 -2.2079 -3.3638 0.054
N -1.1865 -2.6134 -1.1573 0.102
C -2.4273 -3.3322 -1.2938 -0.126
C -3.6642 -2.5363 -0.8225 -0.513
C -3.7878 -1.2374 -1.6188 -0.034
C -4.8938 -3.4139 -1.0738 -0.051
C -3.5968 -2.2414 0.6967 -0.115
N -2.8625 -1.0532 1.0702 0.097
C -1.6186 -1.0881 1.5830 -0.443
O -0.9689 -2.1232 1.6522 0.038
C -1.0792 0.2216 2.0442 -0.126
C -0.3191 0.2637 3.2094 -0.022
C 0.2106 1.4598 3.6604 -0.047
C 0.0071 2.6232 2.9371 -0.038
C -0.7325 2.5705 1.7715 -0.247
S -1.0025 4.0588 0.8042 0.660
O -2.1799 3.8490 0.0090 -0.291
O -0.9622 5.1927 1.6780 -0.282
N 0.2828 4.1829 -0.2476 -0.325
C 0.3240 3.1451 -1.2442 -0.096
C 1.5486 4.5078 0.3694 -0.091
C -1.2776 1.3892 1.3143 -0.007
C 1.1671 -0.9455 -0.6954 0.012
H 6.3995 -0.2103 0.7569 0.095
H 5.4184 -0.2342 -0.7280 0.089
H 5.3473 1.1685 0.3809 0.081
H 4.1430 -2.2949 0.0251 0.094
H 3.3912 -2.1955 1.6410 0.083
H 5.1529 -2.3650 1.4909 0.095
H 3.5283 1.3250 -1.5427 0.115
H 2.6172 0.8284 -3.8127 0.112
H 0.7177 -0.7571 -4.0254 0.121
H -0.8363 -2.5016 -0.2150 0.091
H -2.5404 -3.5636 -2.3561 0.127
H -2.3601 -4.2659 -0.7281 0.135
H -2.9075 -0.6125 -1.4861 0.073
H -3.8791 -1.4604 -2.6785 0.093
H -4.6662 -0.6769 -1.3057 0.089
H -5.8051 -2.8790 -0.8170 0.085
H -4.9490 -3.6947 -2.1221 0.088
H -4.8467 -4.3219 -0.4769 0.087
H -4.6159 -2.1315 1.0777 0.131
H -3.1221 -3.0832 1.2082 0.132
H -3.3435 -0.1697 1.0171 0.144
H -0.1494 -0.6530 3.7512 0.127
H 0.7936 1.4809 4.5672 0.117
H 0.3985 3.5728 3.2646 0.119
H -0.6909 3.0039 -1.6084 0.085
H 0.9609 3.4630 -2.0697 0.098
H 0.7102 2.1999 -0.8411 0.073
H 1.3409 5.2096 1.1728 0.081
H 2.1868 4.9924 -0.3704 0.095
H 2.0627 3.6241 0.7631 0.061
H -1.8411 1.4077 0.3933 0.116
H 0.8163 -1.4090 0.2133 0.102
```

Calculated values
Max |F|: 1.2 eV Å⁻¹
SMILES string: CN(C)S(=O)(=O)c1cccc(C(=O)NCC(C)(C)CNC(=O)c2cccc(S(=O)(=O)N(C)C)c2)c1
Molar mass: 524.7 g/mol
Highest occupied orbital energy: -0.3452 Ha
E_tot: -64287.191 eV


(4)
Molecular formula: C5H12N3O
Method: DFT, ωB97M-V/def2-TZVPD

The geometry in XYZ format:
```
21
Properties=species:S:1:pos:R:3:lowdin_charge:R:1
C -1.1444 -0.5614 1.3516 -0.103
C 0.0104 0.4908 1.1402 -0.034
C -0.5373 -0.4300 -0.8527 -0.102
C 1.5657 -1.2100 0.0281 0.023
C 1.2688 1.0567 -0.9985 0.023
N -2.0303 1.6742 -1.0760 0.091
N -1.5292 -0.8081 -0.0080 0.029
N 0.6595 0.0186 -0.1604 -0.290
O -2.9512 1.2000 -0.5234 -0.043
H -0.7987 -1.3908 1.7933 0.079
H -1.7913 -0.0593 2.0151 0.129
H -0.4441 1.4716 1.1056 0.125
H 0.8428 0.5321 1.8696 0.149
H -0.3815 -0.4266 -1.9306 0.149
H 1.9891 -1.6039 -0.9737 0.134
H 2.5382 -1.0439 0.5178 0.107
H 1.0510 -2.1341 0.5379 0.150
H 1.8566 0.4619 -1.7112 0.125
H 0.6011 1.6444 -1.5900 0.099
H 1.7102 1.7254 -0.4273 0.065
H -2.4855 -0.6076 -0.1073 0.094
```

Calculated values
Total charge: +1
Max |F|: 4.9 eV Å⁻¹
Molar mass: 130.2 g/mol
Highest occupied orbital energy (spin up / spin down): -0.4009 / -0.4009 Ha
E_tot: -11884.509 eV